(1)
{"formula": "C5H12O2S", "method": "the ωB97M-V functional and the def2-TZVPD basis", "mol_weight_g_mol": 136.2, "homo_lumo_gap_ev": [8.041, 7.827], "energy_ev": -20305.5546, "total_charge": 0, "multiplicity": 1, "de_lowest_ev": 4.764, "largest_force_ev_per_a": 4.6, "species": ["C", "C", "C", "C", "C", "O", "O", "S", "H", "H", "H", "H", "H", "H", "H", "H", "H", "H", "H", "H"], "coordinates": [[1.914, -0.103, -0.115], [-0.910, 1.188, 1.776], [0.981, 0.447, -1.232], [-1.280, -0.172, 1.160], [-0.277, -0.278, -1.424], [-0.792, -1.254, 1.907], [-0.178, -1.674, -1.427], [-1.545, 0.506, -2.274], [2.980, -0.131, -0.367], [1.761, 0.426, 0.837], [1.653, -1.162, 0.184], [-1.615, 1.289, 2.649], [0.114, 1.139, 2.078], [-0.914, 1.894, 1.039], [1.100, 1.478, -1.103], [1.577, 0.211, -2.162], [-2.340, -0.424, 1.034], [0.093, -1.084, 2.178], [-0.995, -2.208, -1.339], [-1.328, -0.087, -3.400]]}

(2)
{"formula": "C7H18OSi", "method": "the ωB97M-V functional and the def2-TZVPD basis", "mol_weight_g_mol": 146.3, "homo_lumo_gap_ev": [4.006, 5.136], "energy_ev": -17469.4847, "total_charge": 0, "multiplicity": 3, "largest_force_ev_per_a": 7.0, "species": ["C", "C", "C", "C", "C", "C", "C", "O", "Si", "H", "H", "H", "H", "H", "H", "H", "H", "H", "H", "H", "H", "H", "H", "H", "H", "H", "H"], "coordinates": [[1.788, 0.705, -1.401], [2.075, 0.929, 0.999], [-1.833, 1.935, 0.293], [0.604, -2.011, -0.770], [-2.613, -0.863, -0.389], [1.914, -0.102, -0.111], [0.532, -0.821, 0.181], [-1.162, -0.257, 2.047], [-1.184, 0.068, 0.376], [1.821, 0.107, -2.278], [0.916, 1.344, -1.575], [2.613, 1.410, -1.426], [1.132, 1.394, 1.219], [2.838, 1.540, 0.860], [2.215, 0.297, 1.896], [-1.369, 2.722, -0.323], [-2.868, 1.789, -0.033], [-1.881, 2.277, 1.293], [0.902, -1.715, -1.798], [1.445, -2.723, -0.532], [-0.389, -2.516, -0.684], [-2.539, -0.967, -1.455], [-2.775, -1.860, 0.151], [-3.514, -0.352, -0.102], [2.627, -0.808, -0.275], [0.626, -1.345, 1.209], [-1.922, -0.177, 2.628]]}

(3)
{"formula": "C21H28F3O4Ti", "method": "the ωB97M-V functional and the def2-TZVPD basis", "mol_weight_g_mol": 449.3, "homo_lumo_gap_ev": [6.956, 8.265], "energy_ev": -61687.0951, "total_charge": 0, "multiplicity": 2, "de_lowest_ev": 1.431, "largest_force_ev_per_a": 3.2, "species": ["O", "C", "C", "H", "H", "C", "H", "H", "C", "H", "H", "H", "C", "H", "H", "H", "Ti", "C", "C", "C", "H", "C", "C", "H", "H", "H", "H", "C", "C", "C", "H", "C", "C", "H", "H", "H", "H", "O", "C", "C", "H", "H", "C", "H", "H", "C", "H", "H", "H", "H", "F", "C", "F", "F", "C", "O", "O"], "coordinates": [[0.545, 0.190, -0.605], [-0.832, 0.330, -1.130], [-0.346, 1.101, -2.330], [-1.301, 0.863, -0.304], [-1.422, -0.589, -1.292], [0.998, 1.158, -1.598], [-0.662, 2.126, -2.554], [-0.271, 0.570, -3.286], [1.199, 2.502, -0.944], [0.427, 2.694, -0.183], [1.100, 3.284, -1.706], [2.176, 2.618, -0.465], [2.059, 0.666, -2.533], [1.654, -0.196, -3.074], [2.996, 0.378, -2.055], [2.254, 1.483, -3.242], [1.063, -1.448, 0.675], [2.146, -3.289, -0.413], [0.975, -3.713, 0.257], [-0.159, -3.126, -0.402], [0.936, -4.464, 1.045], [0.350, -2.319, -1.482], [1.785, -2.382, -1.440], [2.459, -1.880, -2.131], [3.137, -3.691, -0.215], [-1.204, -3.330, -0.210], [-0.275, -1.853, -2.239], [2.866, -1.793, 1.977], [3.433, -1.211, 0.788], [2.952, 0.119, 0.675], [4.173, -1.661, 0.143], [2.114, 0.389, 1.805], [2.092, -0.771, 2.627], [1.701, -0.834, 3.640], [3.065, -2.780, 2.390], [3.305, 0.845, -0.048], [1.647, 1.345, 2.059], [-1.988, 2.285, -0.075], [-2.132, 3.174, -1.199], [-3.497, 3.815, -1.157], [-2.226, 2.667, -2.171], [-1.302, 3.880, -1.170], [-4.304, 2.861, -0.234], [-3.954, 3.789, -2.156], [-3.335, 4.853, -0.831], [-3.330, 1.896, 0.428], [-5.047, 2.276, -0.791], [-4.811, 3.460, 0.509], [-3.498, 0.853, 0.130], [-3.333, 2.004, 1.517], [-1.297, -3.745, 4.871], [-1.395, -2.759, 3.967], [-2.559, -2.923, 3.258], [-1.474, -1.559, 4.627], [-0.158, -2.752, 3.001], [0.745, -3.552, 3.213], [-0.238, -1.854, 2.064]]}

(4)
{"formula": "C6H20N3NiS", "method": "the ωB97M-V functional and the def2-TZVPD basis", "mol_weight_g_mol": 225.0, "homo_lumo_gap_ev": [3.639, 5.974], "energy_ev": -62892.8012, "total_charge": -1, "multiplicity": 3, "de_lowest_ev": 0.000, "largest_force_ev_per_a": 3.3, "species": ["C", "Ni", "N", "H", "H", "H", "H", "H", "H", "H", "H", "C", "C", "N", "C", "S", "N", "C", "C", "H", "H", "H", "H", "H", "H", "H", "H", "H", "H", "H", "H"], "coordinates": [[-2.121, -1.488, -1.587], [1.301, 1.223, 0.815], [1.631, 1.069, -1.141], [-0.026, 1.517, 0.056], [-2.464, -1.757, -0.611], [-2.470, -2.175, -2.350], [-1.025, -1.461, -1.531], [-2.517, -0.488, -1.786], [2.534, 0.607, -1.261], [1.702, 1.998, -1.565], [0.918, 0.530, -1.640], [-0.408, 2.047, 6.250], [-0.665, 1.639, 4.806], [0.574, 1.626, 3.992], [0.947, 0.676, 3.115], [2.556, 0.817, 2.461], [0.217, -0.516, 3.195], [0.528, -1.340, 4.407], [-0.645, -2.261, 4.710], [0.413, 1.469, 6.699], [-1.319, 1.861, 6.830], [-0.176, 3.117, 6.334], [-1.120, 0.645, 4.768], [-1.368, 2.357, 4.350], [1.154, 2.470, 3.998], [0.378, -1.116, 2.375], [1.435, -1.929, 4.191], [0.750, -0.689, 5.264], [-0.658, -3.087, 3.989], [-0.550, -2.689, 5.715], [-1.604, -1.728, 4.653]]}

(5)
{"formula": "C4H6OS", "method": "the ωB97M-V functional and the def2-TZVPD basis", "mol_weight_g_mol": 102.2, "homo_lumo_gap_ev": 9.742, "energy_ev": -17127.0744, "total_charge": 0, "multiplicity": 1, "de_lowest_ev": 1.055, "largest_force_ev_per_a": 2.6, "species": ["C", "C", "C", "C", "H", "H", "H", "H", "H", "H", "O", "S"], "coordinates": [[-0.254, -1.510, 1.286], [-0.141, -0.845, -0.048], [0.298, 1.382, -0.491], [-0.898, 0.498, -0.118], [0.458, -2.383, 1.459], [0.066, -0.852, 2.111], [-1.294, -1.737, 1.612], [-0.509, -1.532, -0.854], [0.295, 1.797, -1.517], [0.446, 2.174, 0.205], [-2.102, 0.693, -0.076], [1.458, -0.010, -0.386]]}

(6)
{"formula": "C19H43Br3CuN7O9", "method": "the ωB97M-V functional and the def2-TZVPD basis", "mol_weight_g_mol": 816.9, "homo_lumo_gap_ev": [8.078, 5.041], "energy_ev": -304018.9842, "total_charge": 1, "multiplicity": 2, "largest_force_ev_per_a": 2.4, "species": ["Cu", "N", "O", "O", "O", "C", "C", "O", "N", "C", "H", "H", "H", "H", "H", "H", "H", "C", "C", "O", "N", "C", "H", "H", "H", "H", "H", "H", "H", "C", "C", "O", "N", "C", "H", "H", "H", "H", "H", "H", "H", "C", "C", "O", "N", "C", "H", "H", "H", "H", "H", "H", "H", "C", "C", "O", "N", "C", "H", "H", "H", "H", "H", "H", "H", "C", "C", "O", "N", "C", "H", "H", "H", "H", "H", "H", "H", "C", "Br", "Br", "Br", "H"], "coordinates": [[26.258, 18.818, -17.124], [28.198, 21.033, -18.262], [27.788, 21.927, -17.533], [27.875, 19.828, -18.011], [28.918, 21.259, -19.242], [29.402, 24.939, -19.049], [28.817, 24.862, -20.445], [28.917, 25.815, -21.197], [28.304, 23.671, -20.845], [27.730, 23.513, -22.161], [30.096, 24.124, -18.851], [28.617, 24.983, -18.293], [29.956, 25.872, -18.990], [28.327, 22.882, -20.216], [26.699, 23.154, -22.167], [28.350, 22.802, -22.717], [27.768, 24.464, -22.684], [24.749, 16.421, -20.505], [25.853, 17.383, -20.193], [25.986, 17.833, -19.047], [26.729, 17.655, -21.156], [27.857, 18.565, -21.026], [24.434, 15.897, -19.609], [24.957, 15.704, -21.296], [23.888, 17.011, -20.836], [26.606, 17.269, -22.077], [28.700, 18.191, -21.604], [28.162, 18.659, -19.989], [27.626, 19.573, -21.374], [25.288, 22.330, -15.726], [24.822, 20.980, -15.244], [25.394, 19.930, -15.574], [23.732, 20.970, -14.472], [23.078, 19.765, -14.000], [26.362, 22.432, -15.611], [24.841, 23.104, -15.094], [24.918, 22.533, -16.728], [23.221, 21.828, -14.354], [23.301, 18.935, -14.669], [22.003, 19.909, -13.959], [23.432, 19.469, -13.011], [31.831, 21.456, -25.727], [31.638, 22.319, -24.500], [31.530, 23.528, -24.587], [31.529, 21.646, -23.323], [31.150, 22.292, -22.084], [32.164, 22.059, -26.565], [30.886, 21.001, -26.033], [32.541, 20.649, -25.538], [31.520, 20.644, -23.371], [30.444, 21.675, -21.531], [30.766, 23.295, -22.253], [32.053, 22.456, -21.491], [29.346, 19.554, -14.368], [28.100, 18.739, -14.506], [27.641, 18.440, -15.617], [27.492, 18.333, -13.385], [26.380, 17.395, -13.360], [29.195, 20.547, -14.794], [30.111, 19.110, -15.007], [29.697, 19.594, -13.341], [27.903, 18.598, -12.507], [26.078, 17.272, -12.322], [26.677, 16.426, -13.758], [25.510, 17.786, -13.887], [25.456, 21.382, -20.274], [24.646, 21.042, -19.051], [25.028, 20.187, -18.250], [23.420, 21.589, -18.984], [22.457, 21.263, -17.942], [26.492, 21.569, -20.005], [24.974, 22.218, -20.779], [25.454, 20.548, -20.976], [23.269, 22.514, -19.357], [21.491, 21.013, -18.375], [22.317, 22.081, -17.230], [22.840, 20.439, -17.342], [31.799, 21.527, -17.400], [30.753, 22.631, -16.216], [32.888, 20.272, -16.407], [32.883, 22.582, -18.593], [31.095, 20.998, -18.026]]}

(7)
{"formula": "C13H21N2OS", "method": "the ωB97M-V functional and the def2-TZVPD basis", "mol_weight_g_mol": 253.4, "homo_lumo_gap_ev": 5.520, "energy_ev": -29683.2355, "total_charge": -1, "multiplicity": 1, "largest_force_ev_per_a": 0.4, "species": ["C", "C", "C", "O", "C", "C", "S", "H", "H", "H", "H", "H", "H", "H", "H", "H", "H", "H", "N", "C", "C", "C", "C", "H", "H", "H", "H", "H", "N", "C", "C", "C", "C", "H", "H", "H", "H", "H"], "coordinates": [[-2.619, 0.620, 0.213], [-1.132, 0.954, 0.298], [-0.378, 0.979, -1.029], [0.173, -0.240, -1.462], [-0.661, -1.451, -1.203], [0.243, -2.372, -0.388], [-0.855, -2.263, -2.803], [-2.763, -0.452, 0.095], [-3.157, 0.997, 1.090], [-3.051, 1.100, -0.669], [-0.611, 0.259, 0.963], [-1.030, 1.951, 0.744], [-1.047, 1.391, -1.803], [0.472, 1.666, -0.942], [1.078, -2.860, -0.935], [0.704, -1.804, 0.425], [-0.336, -3.186, 0.059], [-2.062, -1.817, -3.182], [-2.029, 0.263, 3.693], [-3.003, 0.816, 4.475], [-2.416, 1.773, 5.261], [-1.032, 1.798, 4.935], [-0.830, 0.854, 3.962], [-2.171, -0.444, 2.993], [-4.027, 0.491, 4.403], [-2.924, 2.390, 5.985], [-0.276, 2.438, 5.357], [0.058, 0.555, 3.432], [2.575, -0.539, -2.927], [3.366, -1.587, -3.275], [4.513, -1.091, -3.852], [4.398, 0.325, -3.849], [3.187, 0.626, -3.270], [1.659, -0.594, -2.467], [3.046, -2.598, -3.090], [5.334, -1.677, -4.234], [5.114, 1.038, -4.227], [2.713, 1.573, -3.076]]}